Record 1
C4H12NO3P in the gas phase. Source: the Open Molecules 2025 dataset; level of theory: ωB97M-V/def2-TZVPD.

Cartesian coordinates (Å):
O 0.734 -2.326 -0.722
N 1.281 -2.713 0.253
O 2.461 -2.067 0.518
C 2.660 -0.827 -0.175
P 1.203 0.459 0.030
C -0.255 1.634 0.208
C -1.541 1.022 -0.363
C -2.191 -0.002 0.558
O -3.396 -0.522 0.009
H 2.879 -0.987 -1.236
H 3.562 -0.419 0.284
H 0.716 -0.366 1.091
H 2.148 1.445 0.391
H 0.921 0.333 -1.361
H -0.414 1.864 1.267
H -0.036 2.551 -0.346
H -1.314 0.518 -1.314
H -2.278 1.797 -0.581
H -2.465 0.458 1.508
H -1.505 -0.832 0.762
H -3.171 -1.020 -0.781

Results
**SMILES**: O=NOC[PH3]CCCO
**HOMO energy**: -8.7186 eV

***

Record 2
C17H31NO in the gas phase. Source: the Open Molecules 2025 dataset; level of theory: ωB97M-V/def2-TZVPD.

Cartesian coordinates (Å):
C 4.598 -2.036 1.090
C 4.817 -1.274 -0.183
C 6.210 -1.395 -0.729
C 3.896 -0.543 -0.799
C 2.481 -0.313 -0.359
C 2.395 0.933 0.528
C 0.974 1.248 1.023
C 0.994 2.531 1.862
N 0.000 1.341 -0.056
C 0.188 2.159 -1.105
O -0.585 2.322 -2.022
C -1.276 0.634 0.042
C -2.097 1.138 1.226
C -1.085 -0.888 0.066
C -2.280 -1.647 -0.526
C -3.499 -1.599 0.341
C -4.707 -1.178 -0.016
C -5.860 -1.203 0.943
C -5.028 -0.647 -1.387
H 3.559 -2.033 1.401
H 5.196 -1.597 1.889
H 4.923 -3.069 0.967
H 6.434 -2.435 -0.965
H 6.334 -0.801 -1.630
H 6.936 -1.061 0.012
H 4.177 -0.016 -1.702
H 1.855 -0.165 -1.242
H 2.099 -1.174 0.191
H 2.800 1.787 -0.018
H 3.027 0.783 1.406
H 0.647 0.418 1.656
H 1.681 2.419 2.696
H 1.318 3.375 1.258
H 0.005 2.752 2.254
H 1.155 2.689 -1.068
H -1.797 0.903 -0.883
H -1.622 0.886 2.173
H -3.080 0.677 1.203
H -2.218 2.217 1.166
H -0.206 -1.133 -0.532
H -0.909 -1.233 1.088
H -1.986 -2.696 -0.638
H -2.495 -1.255 -1.519
H -3.348 -1.971 1.347
H -6.671 -1.810 0.539
H -5.567 -1.612 1.906
H -6.246 -0.195 1.094
H -6.039 -0.251 -1.413
H -4.953 -1.438 -2.132
H -4.341 0.148 -1.671

Results
**SMILES**: CC(C)=CCC[C@@H](C)N(C=O)[C@H](C)CCC=C(C)C
**HOMO energy**: -8.7826 eV

***

Record 3
C21H24N6O3 in the gas phase. Source: the Open Molecules 2025 dataset; level of theory: ωB97M-V/def2-TZVPD.

Cartesian coordinates (Å):
C 2.352 3.138 -0.076
O 1.285 2.777 -0.922
C 0.283 2.007 -0.423
C -0.747 1.693 -1.314
C -1.791 0.885 -0.925
C -1.849 0.379 0.371
C -2.926 -0.611 0.751
C -2.546 -1.971 0.110
N -1.119 -2.181 0.177
C -0.337 -1.929 -0.910
O -0.763 -1.924 -2.044
C 1.092 -1.629 -0.589
C 1.769 -2.167 0.500
C 3.058 -1.764 0.789
C 3.672 -0.807 -0.012
N 4.954 -0.338 0.296
C 5.974 -0.910 0.986
N 6.971 -0.068 1.018
N 6.567 1.013 0.360
N 5.390 0.877 -0.076
C 3.017 -0.284 -1.121
C 1.736 -0.706 -1.409
N -4.225 -0.151 0.280
C -5.307 -1.092 0.516
C -6.595 -0.533 -0.091
O -6.932 0.718 0.456
C -5.880 1.632 0.257
C -4.581 1.127 0.881
C -0.840 0.714 1.259
C 0.222 1.518 0.876
H 3.019 3.746 -0.685
H 2.900 2.260 0.280
H 2.005 3.726 0.779
H -0.693 2.088 -2.316
H -2.575 0.633 -1.621
H -2.927 -0.735 1.855
H -3.051 -2.798 0.615
H -2.815 -1.962 -0.948
H -0.707 -2.040 1.087
H 1.302 -2.918 1.120
H 3.575 -2.174 1.644
H 5.964 -1.891 1.408
H 3.517 0.450 -1.734
H 1.206 -0.318 -2.265
H -5.083 -2.042 0.032
H -5.461 -1.266 1.597
H -7.436 -1.196 0.117
H -6.461 -0.440 -1.180
H -6.192 2.568 0.722
H -5.721 1.792 -0.820
H -3.782 1.845 0.694
H -4.720 1.027 1.973
H -0.872 0.343 2.275
H 0.992 1.748 1.595

Results
**SMILES**: COc1ccc([C@H](CNC(=O)c2ccc(-n3cnnn3)cc2)N2CCOCC2)cc1
**HOMO energy**: -8.5705 eV

***

Record 4
2 unconnected molecules or ions with the total composition C5H11NSi. Source: the Open Molecules 2025 dataset; level of theory: ωB97M-V/def2-TZVPD.

Cartesian coordinates (Å):
C -0.537 -0.289 2.426
C -2.262 -0.669 0.673
C 0.996 1.830 -1.420
C 1.392 -1.322 -1.080
C -1.300 0.223 1.396
N 0.128 -0.715 3.273
Si 1.323 0.373 -0.244
H -1.806 -1.631 0.444
H -3.143 -0.865 1.296
H -2.602 -0.205 -0.251
H 1.706 2.634 -1.240
H 1.091 1.529 -2.460
H 0.000 2.245 -1.292
H 2.370 -1.498 -1.527
H 1.214 -2.113 -0.358
H 0.648 -1.412 -1.868
H -1.524 1.279 1.433
H 2.307 0.605 0.800

Results
**HOMO energy (alpha / beta)**: -7.3239 / -7.5033 eV